[1]
C5H8N2 | wB97M-V/def2-TZVPD

The geometry in XYZ format:
```
15
Properties=species:S:1:pos:R:3:forces:R:3
H -2.56289 -1.22708 -0.27201 0.016 0.122 0.052
N 0.14096 2.13803 0.62588 -0.419 0.089 -0.054
C -1.00083 1.66550 0.32384 0.180 0.026 0.022
C -0.09302 -0.45959 -0.32335 0.017 -0.011 -0.128
N -2.50271 -0.24415 -0.03987 -0.028 -0.160 0.164
H 3.08550 -0.69413 -0.37085 -0.146 -0.122 0.063
H 2.54284 -2.36068 -0.16050 -0.075 0.112 0.021
C 1.02162 -0.94517 -0.79945 -0.152 0.107 0.013
C -1.17208 0.22951 -0.00883 0.327 -0.041 -0.057
H 1.09405 -1.02346 -1.88548 0.100 0.129 0.057
C 2.25245 -1.31464 -0.01554 0.000 -0.069 0.085
H 0.07405 3.13766 0.81474 -0.018 -0.053 -0.026
H -1.92908 2.25461 0.31670 0.135 -0.022 -0.039
H -3.03857 -0.04748 0.79696 0.100 -0.023 -0.025
H 2.12293 -1.11587 1.05083 -0.036 -0.083 -0.149
```
Positions in Å, forces in eV/Å.

The net charge is 0. The calculation puts the largest force on an atom at 0.43 eV/A. For the gap between HOMO and LUMO, the calculation gives 9.201 eV. As for the structure (SMILES): [H]/N=C/C(N)=C=CC. For the relative energy (zero: lowest compared OMol25 entry of this formula, charge and spin), the calculation gives 2.263 eV. The lowest unoccupied orbital energy comes out at 0.03428 Eh. As for the multiplicity: 1. For the HOMO energy, the calculation gives -8.27 eV.

[2]
C5H8N2 | wB97M-V/def2-TZVPD

The geometry in XYZ format:
```
15
Properties=species:S:1:pos:R:3:forces:R:3
C -1.33209 -1.10096 -0.31043 0.053 -0.025 -0.013
H -2.49587 0.72959 -0.65748 0.172 0.073 0.271
C -1.79093 0.27679 0.03696 -0.304 0.319 0.153
C 0.82649 0.14620 0.38671 -0.372 0.189 0.057
H 2.25903 -0.55602 -0.90012 -0.061 -0.054 0.045
H -1.10391 -1.73503 0.54257 0.164 -0.007 -0.292
H 2.67744 -0.70779 0.66974 -0.293 0.010 -0.148
H -0.37126 0.60089 -1.44861 0.646 -0.474 -0.626
H 0.51250 -0.12352 1.40314 -0.009 0.100 -0.121
H -1.88497 0.60468 1.06015 -0.196 -0.230 0.204
C -0.41253 0.07676 -0.51248 0.194 -0.213 0.399
C 1.29267 1.55379 0.43266 0.382 0.931 0.073
N 1.69097 2.63965 0.43916 -0.357 -0.932 -0.007
N 1.89494 -0.78657 0.01975 -0.064 0.171 -0.131
H -1.76249 -1.61845 -1.16170 0.046 0.141 0.135
```
Positions in Å, forces in eV/Å.

The net charge is 0. The calculation puts the largest force on an atom at 1.02 eV/A. For the gap between HOMO and LUMO, the calculation gives 11.256 eV. As for the structure (SMILES): N#C[C@H](N)C1CC1. For the relative energy (zero: lowest compared OMol25 entry of this formula, charge and spin), the calculation gives 1.427 eV. The lowest unoccupied orbital energy comes out at 0.03423 Eh. As for the multiplicity: 1. For the HOMO energy, the calculation gives -10.32 eV.

[3]
C5H8N2 | wB97M-V/def2-TZVPD

The geometry in XYZ format:
```
15
Properties=species:S:1:pos:R:3:forces:R:3
H 0.00242 1.90268 1.21102 -0.695 0.396 0.638
H -1.04812 2.16775 -0.28303 1.488 -0.691 0.618
C -0.27991 1.49377 0.25829 -1.705 1.812 -0.468
H 0.54973 -2.17953 0.27273 -1.639 -1.917 0.173
H 1.40281 -0.96933 1.10691 0.061 0.064 0.195
C 0.44625 -0.27333 -0.60454 -0.409 0.220 1.536
H 0.22522 -0.47395 -1.59084 -0.433 -0.642 -2.312
H -0.63104 -0.46555 1.20488 -0.197 0.469 -0.088
H 1.27911 1.51224 -1.20122 0.215 1.045 -0.987
N -3.21981 -0.53717 -0.02860 -1.439 -0.207 -0.475
C -0.79471 0.05807 0.24819 1.774 0.066 1.511
C 1.14669 -1.35486 0.12322 3.534 0.379 -0.106
H 2.11593 -1.75904 -0.27663 -0.806 0.658 -0.116
N 0.93404 1.09048 -0.38561 0.924 -1.289 0.049
C -2.12864 -0.21222 -0.05476 -0.672 -0.363 -0.169
```
Positions in Å, forces in eV/Å.

The net charge is 0. The calculation puts the largest force on an atom at 3.56 eV/A. For the gap between HOMO and LUMO, the calculation gives 10.317 eV. As for the structure (SMILES): C[C@@H]1NC[C@H]1C#N. For the relative energy (zero: lowest compared OMol25 entry of this formula, charge and spin), the calculation gives 2.101 eV. The lowest unoccupied orbital energy comes out at 0.03097 Eh. As for the multiplicity: 1. For the HOMO energy, the calculation gives -9.47 eV.

[4]
C5H8N2 | wB97M-V/def2-TZVPD

The geometry in XYZ format:
```
15
Properties=species:S:1:pos:R:3:forces:R:3
H -0.61674 -0.85202 -1.34576 0.687 -0.024 0.638
C 1.76792 0.26008 0.61990 -0.121 -0.213 -0.154
C -0.30214 1.06199 -0.36161 -0.273 0.525 -0.112
H 0.31126 1.32340 -1.23103 -0.160 0.182 0.183
H -2.94846 -0.63346 -0.28393 0.401 0.077 -0.046
C -0.77449 -0.33327 -0.38806 0.188 -0.083 0.210
H 2.02749 1.33093 0.54789 -0.154 -0.385 -0.023
H -1.99060 -1.81347 0.61014 0.033 0.116 0.017
H -0.84411 1.87037 0.10953 -0.358 0.177 -0.276
N 2.68983 -0.96452 -1.48686 -0.029 0.356 0.758
C 2.39129 -0.42983 -0.50733 0.167 -0.528 -1.022
N 0.29953 0.15710 0.57028 -0.156 0.224 0.149
H -2.15851 -0.15962 1.23466 -0.017 -0.100 -0.063
H 2.19064 -0.05982 1.58407 -0.356 -0.325 -0.359
C -2.04292 -0.75785 0.32813 0.147 0.002 0.100
```
Positions in Å, forces in eV/Å.

The net charge is 0. The calculation puts the largest force on an atom at 1.16 eV/A. For the gap between HOMO and LUMO, the calculation gives 10.551 eV. As for the structure (SMILES): C[C@H]1CN1CC#N. For the relative energy (zero: lowest compared OMol25 entry of this formula, charge and spin), the calculation gives 2.332 eV. The lowest unoccupied orbital energy comes out at 0.03535 Eh. As for the multiplicity: 1. For the HOMO energy, the calculation gives -9.59 eV.

[5]
C5H8N2 | wB97M-V/def2-TZVPD

The geometry in XYZ format:
```
15
Properties=species:S:1:pos:R:3:forces:R:3
H 0.77126 -1.00467 1.53466 0.026 0.107 -0.080
C -1.30856 -0.87091 -0.06921 -0.049 0.046 -0.549
C 0.96562 -0.26788 0.74933 0.061 -0.074 0.107
N -0.07364 -0.40701 -0.26414 -0.292 -0.055 -0.044
C -1.17588 -0.04744 -2.23012 0.824 0.394 0.094
H -2.58700 -1.09675 -1.85382 -1.525 -0.843 1.391
C 0.02180 0.05862 -1.57465 0.327 0.404 0.130
H 0.96509 0.43119 -1.94028 0.068 0.026 0.153
H -1.66441 -1.29434 0.86457 0.017 0.090 -0.346
H 0.07303 1.41536 1.78967 0.149 -0.052 -0.069
H 1.23805 1.87489 0.53405 -0.039 -0.133 0.123
H 1.91683 -0.53539 0.27605 -0.181 0.040 0.073
N -1.98339 -0.61341 -1.21674 0.759 0.041 -0.847
C 1.02584 1.14534 1.32215 -0.013 0.033 -0.005
H 1.81536 1.21241 2.07848 -0.130 -0.024 -0.129
```
Positions in Å, forces in eV/Å.

The net charge is 0. The calculation puts the largest force on an atom at 2.23 eV/A. For the gap between HOMO and LUMO, the calculation gives 8.493 eV. For the relative energy (zero: lowest compared OMol25 entry of this formula, charge and spin), the calculation gives 2.765 eV. The lowest unoccupied orbital energy comes out at 0.02806 Eh. As for the multiplicity: 1. For the HOMO energy, the calculation gives -7.73 eV.

[6]
C5H8N2 | wB97M-V/def2-TZVPD

The geometry in XYZ format:
```
15
Properties=species:S:1:pos:R:3:forces:R:3
C -1.13674 0.32801 -0.15242 -1.281 0.372 -2.253
H 0.12907 -2.44577 0.26831 -2.434 -0.321 0.442
H 0.24049 0.55979 1.58639 0.101 -0.256 1.028
H 1.65608 2.01429 -0.20617 -1.983 -0.558 1.483
H 1.85354 -2.94465 -0.07762 -0.812 0.036 0.314
H 0.05182 2.12213 -0.80424 0.033 0.297 -0.543
C 1.09357 -2.15174 0.10054 4.856 0.627 -1.293
C 0.02439 0.79646 0.58444 2.510 0.798 -2.747
C 2.58037 -0.05433 -0.14448 0.846 0.774 0.435
N 3.14818 0.96023 -0.02949 0.713 0.275 -0.692
H -1.54449 -0.51312 0.31647 -0.549 -1.714 0.155
N 0.56474 1.92810 0.03428 1.537 0.171 0.043
H -0.96090 0.22978 -1.27854 0.392 -0.650 1.595
C 1.58305 -0.92446 -0.03504 -4.032 -0.519 1.094
H -1.99578 0.99686 -0.26622 0.103 0.669 0.938
```
Positions in Å, forces in eV/Å.

The net charge is 0. The calculation puts the largest force on an atom at 5.06 eV/A. For the gap between HOMO and LUMO, the calculation gives 8.243 eV. For the relative energy (zero: lowest compared OMol25 entry of this formula, charge and spin), the calculation gives 4.451 eV. The lowest unoccupied orbital energy comes out at 0.01537 Eh. As for the multiplicity: 1. For the HOMO energy, the calculation gives -7.82 eV.